Here is 2 unconnected molecules or ions with the total composition C3H6Br3P at a distorted geometry from the Open Molecules 2025 dataset. Energies are from ωB97M-V/def2-TZVPD.

Last column: Löwdin charge in e.
Positions of all 13 atoms, in Å:
Br 4.55 1.92 1.90  0.10
P 5.43 0.42 0.49  -0.34
Br 4.15 0.49 -1.30  0.17
Br 4.85 -1.49 1.48  0.11
C 0.54 0.32 -1.37  -0.05
C 0.24 0.39 -0.06  -0.26
C 0.65 -0.47 1.10  -0.12
H 0.09 0.95 -2.11  0.04
H 0.96 -0.65 -1.83  0.08
H -0.11 1.28 0.26  0.05
H 1.27 0.18 1.81  0.09
H -0.28 -0.87 1.62  0.09
H 1.27 -1.33 0.92  0.04

Properties
- lowest unoccupied orbital energy (eV) = -0.416
- orbital gap (eV) = 9.057
- DFT total energy (eV) = -222625.0178
- M (g/mol) = 312.77
- energy above the lowest of the compared OMol25 structures with the same formula, charge and spin (kJ/mol) = 0.0
- spin multiplicity = 1

---

Here is 3 unconnected molecules or ions with the total composition C3H6Br4N2O at a distorted geometry from the Open Molecules 2025 dataset. Energies are from ωB97M-V/def2-TZVPD.

Last column: Löwdin charge in e.
Positions of all 16 atoms, in Å:
C 0.23 -0.48 0.81  -0.25
C 0.22 -1.81 1.09  -0.67
C 1.19 1.03 -1.42  -1.03
N -0.94 -2.45 1.68  0.07
N 1.61 2.34 -1.98  0.05
O 0.24 0.68 0.80  0.16
Br -0.66 -2.89 4.78  0.37
Br 1.62 -3.10 0.70  0.81
Br -0.30 0.32 -2.44  0.80
Br 2.71 -0.18 -1.08  0.77
H -1.10 -2.34 2.85  -0.02
H -1.73 -1.85 1.29  0.20
H -1.05 -3.43 1.42  0.14
H 0.81 3.07 -2.02  0.22
H 1.92 2.11 -2.95  0.16
H 2.51 2.77 -1.50  0.22

Properties
- lowest unoccupied orbital energy (alpha / beta) (eV) = -9.004 / -10.378
- orbital gap (alpha / beta) (eV) = 7.498 / 5.959
- DFT total energy (eV) = -288382.8121
- M (g/mol) = 405.71
- charge = +2
- energy above the lowest of the compared OMol25 structures with the same formula, charge and spin (kJ/mol) = 284.2
- spin multiplicity = 1

---

Here is 2 unconnected molecules or ions with the total composition C3H6BrClIN at a distorted geometry from the Open Molecules 2025 dataset. Energies are from ωB97M-V/def2-TZVPD.

Last column: Löwdin charge in e.
Positions of all 13 atoms, in Å:
C 0.77 -0.59 -1.10  -0.05
C 0.62 0.09 1.26  -0.11
C -0.89 1.03 -0.47  -1.02
N 0.16 0.27 -0.11  -0.30
Cl -1.53 1.11 -2.16  0.66
Br -1.45 2.26 0.85  0.83
I -2.60 -2.13 0.46  -0.52
H 0.98 0.18 -1.92  0.11
H 1.64 -1.00 -0.59  0.09
H 0.04 -1.38 -1.24  0.05
H 0.77 1.05 1.78  0.06
H -0.12 -0.47 1.88  0.08
H 1.62 -0.41 1.36  0.11

Properties
- lowest unoccupied orbital energy (eV) = -1.617
- orbital gap (eV) = 5.442
- DFT total energy (eV) = -95361.8211
- M (g/mol) = 298.35
- energy above the lowest of the compared OMol25 structures with the same formula, charge and spin (kJ/mol) = 97.5
- spin multiplicity = 1